{
  "formula": "C15H14FN3O3",
  "method": "the ωB97M-V functional and the def2-TZVPD basis",
  "homo_lumo_gap_ev": 8.6,
  "smiles": "O=C(NCCc1ccc(F)cc1)Nc1ccc([N+](=O)[O-])cc1",
  "e_above_lowest_kj_mol": 92.5,
  "species": ["O", "C", "N", "H", "C", "H", "H", "C", "C", "C", "C", "C", "C", "C", "H", "H", "F", "H", "H", "H", "H", "N", "C", "C", "C", "C", "C", "C", "H", "H", "N", "O", "O", "H", "H", "H"],
  "coordinates": [[-1.07852, -0.88331, -1.72933], [-1.13761, -1.39544, -0.63735], [-2.31918, -1.77727, -0.05673], [-2.30264, -2.06564, 0.91041], [-3.53262, -1.10753, -0.47498], [-4.37603, -1.79191, -0.36250], [-3.39981, -0.86353, -1.53015], [-3.76883, 0.18349, 0.33723], [-2.50962, 1.00440, 0.32802], [-2.18903, 1.79644, -0.76812], [-0.96575, 2.43353, -0.84882], [-0.05896, 2.26819, 0.18233], [-0.35690, 1.51123, 1.29886], [-1.58757, 0.88210, 1.36068], [-1.83032, 0.28522, 2.22957], [0.36914, 1.41181, 2.09048], [1.15019, 2.85972, 0.10028], [-0.70182, 3.03682, -1.70228], [-2.89632, 1.89885, -1.57660], [-4.59609, 0.73231, -0.11237], [-4.04102, -0.07593, 1.36274], [-0.02907, -1.70817, 0.13659], [1.26163, -1.23036, -0.01041], [1.66093, -0.44433, -1.09509], [2.94984, 0.03475, -1.16065], [3.85782, -0.26857, -0.15073], [3.47429, -1.05546, 0.93132], [2.18569, -1.53079, 0.99802], [1.88094, -2.13972, 1.83735], [4.19547, -1.27820, 1.70259], [5.19988, 0.22659, -0.22272], [5.52246, 0.85324, -1.21126], [5.94194, -0.01377, 0.71004], [3.27047, 0.65094, -1.98614], [0.94961, -0.21398, -1.86953], [-0.19258, -2.22572, 0.98925]],
  "forces_ev_per_a": [[0.08, 0.21, -0.27], [0.15, -0.40, 0.21], [-0.23, -0.32, 0.18], [0.11, 0.08, -0.08], [-0.22, 0.11, -0.01], [0.03, 0.04, -0.10], [-0.12, -0.07, 0.09], [0.17, -0.17, -0.24], [-0.19, 0.14, 0.17], [0.05, 0.02, 0.23], [0.18, 0.08, 0.06], [-0.10, -0.06, 0.05], [0.18, 0.14, -0.10], [-0.09, 0.17, -0.10], [-0.04, -0.06, 0.07], [0.10, 0.01, 0.07], [-0.10, -0.01, -0.02], [0.06, 0.08, -0.09], [-0.08, 0.00, -0.13], [-0.09, 0.02, 0.06], [-0.06, 0.03, 0.01], [-0.13, -0.37, 0.25], [0.34, 0.18, -0.13], [-0.16, -0.05, -0.03], [0.42, -0.01, 0.25], [-1.22, -0.45, 0.05], [0.27, 0.19, -0.15], [-0.15, 0.03, -0.17], [-0.02, -0.06, 0.09], [0.00, -0.01, 0.02], [0.58, 0.18, -0.01], [0.10, 0.15, -0.18], [0.19, -0.01, 0.15], [-0.01, 0.01, -0.04], [0.02, 0.01, -0.02], [-0.03, 0.14, -0.16]],
  "mulliken_charge": [-0.5966, 0.4921, -0.2373, 0.2482, -0.7534, 0.3710, 0.3849, -1.1894, 0.3972, -0.3395, -0.5633, 0.3727, -0.4807, -0.2436, 0.4150, 0.4914, -0.4083, 0.4503, 0.4011, 0.3890, 0.3322, -0.0673, 0.5389, -0.2978, -0.5433, -0.2002, -0.5661, -0.6127, 0.3514, 0.4867, 0.9940, -0.6196, -0.6328, 0.4713, 0.5569, 0.2077]
}